1.
{
  "formula": "C19H41O6P",
  "method": "ωB97M-V/def2-TZVPD",
  "species": ["C", "C", "O", "C", "C", "O", "C", "C", "O", "C", "P", "C", "C", "C", "C", "O", "C", "O", "C", "C", "C", "C", "C", "C", "O", "C", "H", "H", "H", "H", "H", "H", "H", "H", "H", "H", "H", "H", "H", "H", "H", "H", "H", "H", "H", "H", "H", "H", "H", "H", "H", "H", "H", "H", "H", "H", "H", "H", "H", "H", "H", "H", "H", "H", "H", "H", "H"],
  "coordinates": [[7.76236, -1.55225, 0.18762], [8.49437, -0.47561, 1.14947], [7.70508, 0.73228, 1.13942], [6.72051, 0.75557, 2.19034], [5.21240, 0.48522, 1.70249], [5.03331, 0.49183, 0.27052], [4.02643, -0.47687, -0.13890], [2.51945, 0.04660, 0.15599], [1.52135, -0.93712, -0.15839], [0.19656, -0.52487, 0.31298], [-0.80407, 0.42163, -1.03887], [-1.70521, 1.32906, 0.35539], [-3.22627, 1.74998, 0.05960], [-4.03569, 1.57700, 1.46393], [-5.63123, 1.40432, 1.22189], [-6.24404, 2.70195, 1.48889], [-7.12678, 2.47162, 2.59600], [-8.31471, 2.83108, 2.45045], [-1.25181, -1.25518, -1.79949], [-2.80609, -1.65672, -1.72084], [-3.04420, -3.19286, -1.22566], [-2.46957, -3.25642, 0.28008], [-4.66129, -3.31984, -1.08475], [-1.61975, 1.42893, -2.43272], [-1.43467, 2.87190, -2.32997], [-0.19189, 3.30131, -2.92335], [7.34048, -0.99538, -0.72204], [8.46659, -2.41065, -0.10554], [6.84581, -1.97255, 0.74706], [8.67621, -0.91926, 2.18522], [9.53511, -0.29062, 0.69070], [6.93712, -0.00893, 3.02813], [6.75677, 1.78640, 2.71023], [4.56589, 1.33798, 2.13488], [4.83668, -0.47473, 2.19614], [4.20677, -1.47688, 0.41164], [4.17461, -0.60148, -1.27446], [2.52787, 0.35886, 1.27119], [2.39789, 1.02046, -0.44019], [0.39825, 0.13694, 1.24369], [-0.39399, -1.42928, 0.72670], [0.47085, 0.98972, -1.46035], [-1.67850, 0.77016, 1.36494], [-1.13170, 2.31238, 0.55925], [-3.77338, 1.11120, -0.70322], [-3.28332, 2.87237, -0.17268], [-3.71478, 0.61648, 2.02453], [-3.80363, 2.43527, 2.19950], [-6.07106, 0.57968, 1.90210], [-5.79160, 1.03957, 0.14350], [-6.77569, 1.95371, 3.55917], [-0.59601, -2.09276, -1.35466], [-0.93669, -1.20496, -2.91049], [-3.43746, -1.01884, -1.01988], [-3.19703, -1.64659, -2.80828], [-2.59744, -3.96023, -1.93593], [-2.54289, -2.17700, 0.68844], [-1.36711, -3.58324, 0.29638], [-3.14051, -3.88600, 0.95054], [-5.00824, -4.38362, -0.88048], [-5.20342, -2.81229, -1.96033], [-4.94224, -2.69154, -0.15539], [-1.08408, 1.11639, -3.41384], [-2.73137, 1.17488, -2.62435], [0.01205, 2.87837, -3.96411], [-0.28360, 4.44490, -3.06145], [0.71225, 3.14862, -2.23836]],
  "largest_force_ha_per_bohr": 0.0929,
  "homo_ev": -7.8,
  "total_energy_ha": -1540.990853,
  "e_lumo_ev": 0.58,
  "de_lowest_kcal_mol": 177.1,
  "smiles": "CCOCCOCCOC[PH](CCCCOC=O)(CCC(C)C)COC"
}


2.
{
  "formula": "C19H42AuNO3P3",
  "method": "ωB97M-V/def2-TZVPD",
  "species": ["Au", "P", "P", "P", "H", "C", "C", "H", "C", "C", "C", "C", "C", "C", "C", "C", "C", "H", "H", "H", "H", "H", "H", "H", "H", "H", "H", "H", "H", "H", "H", "H", "H", "H", "H", "H", "H", "H", "H", "H", "H", "H", "H", "H", "H", "H", "C", "C", "C", "C", "C", "C", "O", "H", "H", "H", "H", "H", "H", "N", "C", "C", "O", "O", "H", "H", "H", "H", "H"],
  "coordinates": [[-0.38587, 0.17142, -0.72353], [-1.05217, 2.37389, -1.51518], [-2.13457, -1.00894, -1.87648], [1.31445, 0.98226, 0.82869], [0.44288, -1.43673, -2.08037], [1.29268, -1.56762, -1.38798], [1.02070, -2.47887, -0.25665], [1.00127, -2.11751, 0.76618], [0.26189, 3.12207, -2.52698], [-2.54116, 2.46051, -2.55344], [-1.45146, 3.61569, -0.25292], [-2.18451, -2.80343, -1.59513], [-3.82932, -0.48341, -1.48947], [-2.00252, -0.83870, -3.69468], [1.72218, -0.17849, 2.17180], [0.94052, 2.49524, 1.76388], [2.91591, 1.33445, 0.01218], [2.00612, -2.09215, -2.04487], [0.38672, -3.33455, -0.48481], [-0.09809, 4.07296, -2.94439], [0.51834, 2.44180, -3.34982], [1.15506, 3.30412, -1.91514], [-2.67195, 3.50518, -2.86892], [-3.41813, 2.15701, -1.96842], [-2.45360, 1.82602, -3.44246], [-0.54648, 3.99005, 0.23475], [-2.12149, 3.16238, 0.49009], [-1.97109, 4.45126, -0.74130], [-3.20521, -3.16509, -1.77985], [-1.90827, -3.02361, -0.55728], [-1.48948, -3.31671, -2.27247], [-4.27668, 0.01832, -2.35679], [-3.83702, 0.19365, -0.62508], [-4.42029, -1.37595, -1.24748], [-3.00563, -0.73780, -4.12994], [-1.52653, -1.73986, -4.10152], [-1.39916, 0.03323, -3.97200], [2.14239, 0.38919, 3.01382], [2.45447, -0.92863, 1.84728], [0.79628, -0.66663, 2.50074], [1.53632, 2.50038, 2.68726], [-0.12359, 2.50055, 2.03041], [1.18772, 3.38470, 1.17167], [3.54227, 1.93476, 0.68757], [2.75383, 1.89739, -0.91709], [3.44717, 0.40350, -0.22179], [3.59038, -3.40323, 0.63669], [4.31323, -2.53068, -0.20385], [5.34598, -1.76242, 0.28491], [5.69224, -1.88355, 1.64413], [5.02866, -2.80202, 2.47138], [4.02240, -3.61821, 1.97955], [2.51030, -3.82775, 0.06846], [3.78172, -2.55907, -1.14901], [1.83747, -0.65639, -1.10331], [5.87709, -1.09125, -0.38654], [6.49830, -1.26727, 2.04821], [5.32736, -2.89239, 3.51973], [3.50963, -4.37256, 2.57349], [-4.57612, 1.04019, 3.36269], [-3.24527, 0.37443, 3.36924], [-2.70633, 0.64200, 1.96582], [-1.60997, 0.10229, 1.66088], [-3.43301, 1.39068, 1.23973], [-4.66406, 1.69322, 4.14252], [-5.31938, 0.34491, 3.45966], [-4.60051, 1.51939, 2.41438], [-2.60790, 0.82570, 4.13119], [-3.35707, -0.69333, 3.55797]],
  "multiplicity": 3,
  "largest_force_ha_per_bohr": 0.0475,
  "homo_ev": [-16.0, -17.5],
  "charge": 3,
  "total_energy_ha": -2188.369543,
  "e_lumo_ev": [-9.61, -11.05],
  "de_lowest_kcal_mol": 23.5
}


3.
{
  "formula": "C19H42B3FN3O6",
  "method": "ωB97M-V/def2-TZVPD",
  "species": ["C", "C", "O", "N", "C", "C", "C", "C", "B", "O", "B", "F", "O", "B", "C", "O", "O", "O", "H", "H", "H", "H", "H", "H", "H", "H", "H", "H", "H", "H", "C", "C", "N", "C", "C", "C", "C", "H", "H", "H", "H", "H", "H", "H", "H", "H", "H", "H", "H", "H", "H", "H", "C", "C", "N", "C", "C", "C", "C", "H", "H", "H", "H", "H", "H", "H", "H", "H", "H", "H", "H", "H", "H", "H"],
  "coordinates": [[-1.88459, -5.06594, 1.52783], [-1.65412, -6.29934, 0.50453], [-2.58466, -6.48784, -0.33130], [-0.44886, -7.11809, 0.58928], [0.32597, -7.14854, -0.68635], [1.39833, -5.92451, -0.80969], [0.61448, -4.71090, -1.50118], [1.57143, -3.42985, -1.82670], [0.62056, -2.38462, -2.64183], [-0.08714, -1.28309, -1.97364], [-1.46554, -1.78403, -1.93833], [-2.46243, -1.33440, -1.03102], [-1.79244, -2.84246, -2.87793], [-1.07803, -2.59214, -4.13904], [-1.98952, -2.41470, -5.46302], [-2.92746, -1.52464, -5.39807], [-1.88463, -3.14586, -6.61875], [0.36087, -2.48418, -4.07435], [-0.91814, -4.47895, 1.71458], [-2.70328, -4.35436, 1.15367], [-2.24494, -5.49963, 2.52654], [0.14451, -6.77871, 1.35924], [-0.39860, -7.01716, -1.57102], [0.84062, -8.15831, -0.81516], [1.69082, -5.58107, 0.23885], [2.29687, -6.25311, -1.44807], [0.15588, -5.05970, -2.48718], [-0.24938, -4.34953, -0.83589], [2.52247, -3.71851, -2.38163], [1.85272, -2.89552, -0.84153], [-2.56098, 5.71155, 0.49859], [-1.79742, 4.47485, 0.03903], [-2.62962, 3.28514, -0.08243], [-1.85721, 2.05190, -0.23090], [-1.00415, 1.89874, -1.48811], [-3.79702, 3.39761, -0.95019], [-3.56652, 3.79722, -2.40651], [-3.09847, 5.51661, 1.43057], [-1.86243, 6.53338, 0.67835], [-3.27748, 6.05197, -0.25312], [-1.01591, 4.28555, 0.78393], [-1.28004, 4.70720, -0.90087], [-2.52957, 1.19145, -0.15479], [-1.19431, 1.96259, 0.63934], [-1.61323, 1.69049, -2.36878], [-0.32463, 1.04979, -1.36719], [-0.38986, 2.78050, -1.68611], [-4.48232, 4.12750, -0.50298], [-4.35867, 2.45778, -0.92570], [-2.87812, 4.64020, -2.50588], [-4.51557, 4.10267, -2.85579], [-3.18674, 2.96393, -2.99859], [0.63549, 2.08319, 3.50906], [2.10906, 2.36193, 3.77792], [3.01079, 1.64531, 2.88464], [4.40425, 1.67672, 3.32323], [5.10516, 3.03357, 3.36074], [2.80146, 1.84928, 1.45452], [2.86500, 3.27954, 0.92155], [0.42940, 1.00980, 3.52760], [0.02107, 2.55685, 4.27926], [0.31427, 2.48376, 2.54436], [2.31158, 2.05201, 4.80936], [2.27670, 3.44625, 3.74175], [4.99378, 0.99246, 2.70374], [4.44961, 1.24614, 4.33126], [5.35242, 3.38951, 2.35980], [6.05070, 2.94281, 3.90610], [4.51119, 3.79630, 3.86870], [1.82134, 1.43417, 1.19332], [3.50917, 1.23018, 0.89268], [2.30132, 3.98258, 1.53968], [2.43141, 3.31459, -0.08165], [3.89334, 3.63415, 0.83765]],
  "largest_force_ha_per_bohr": 0.1131,
  "homo_ev": -4.1,
  "charge": -1,
  "total_energy_ha": -1539.565580,
  "e_lumo_ev": 2.16
}


4.
{
  "formula": "C19H42F3Li2N2O4",
  "method": "ωB97M-V/def2-TZVPD",
  "species": ["Li", "Li", "O", "H", "C", "C", "N", "C", "C", "C", "C", "H", "H", "H", "H", "H", "H", "H", "H", "H", "H", "H", "H", "H", "H", "H", "C", "C", "N", "C", "C", "C", "C", "H", "H", "H", "H", "H", "H", "H", "H", "H", "H", "H", "H", "H", "H", "H", "C", "C", "O", "C", "O", "C", "F", "F", "F", "H", "H", "H", "H", "H", "C", "C", "O", "C", "H", "H", "H", "H", "H", "H"],
  "coordinates": [[0.66181, 0.20201, -1.28698], [-0.59676, -0.80893, -0.64921], [0.29543, 0.08297, -0.02404], [0.21706, -0.23969, 0.89481], [1.19275, -3.74266, 0.66220], [0.69972, -2.34989, 0.15305], [-0.73987, -2.29076, -0.25428], [-1.68124, -2.64626, 0.85518], [-1.62117, -1.80246, 2.10320], [-0.97211, -3.18550, -1.41277], [-1.91151, -2.68139, -2.39298], [0.42138, -4.36959, 1.10945], [2.04617, -3.61247, 1.32766], [1.71557, -4.34405, -0.08150], [0.84968, -1.58694, 0.91693], [1.28087, -2.11193, -0.73787], [-2.72498, -2.59268, 0.54562], [-1.51828, -3.64584, 1.25818], [-1.99842, -0.78200, 2.03651], [-2.33690, -2.30224, 2.75592], [-0.65766, -1.86802, 2.60862], [-1.20785, -4.21802, -1.15502], [-0.10953, -3.32606, -2.06416], [-2.18038, -3.51930, -3.03620], [-1.47544, -1.97435, -3.09870], [-2.85438, -2.34766, -1.95972], [0.00133, 1.26270, -3.70945], [1.39837, 0.62151, -3.28931], [1.83912, 0.93462, -1.85222], [3.23714, 0.49843, -1.61052], [3.41877, -0.96667, -1.94270], [1.65672, 2.40199, -1.56454], [1.51181, 2.57894, -0.09830], [0.13943, 2.32402, -3.91593], [-0.79833, 1.07471, -2.99300], [-0.46036, 0.75184, -4.55442], [1.29359, -0.46150, -3.35411], [2.20694, 0.84196, -3.98624], [3.98571, 1.02600, -2.20163], [3.29473, 0.58330, -0.52536], [4.44694, -1.28789, -1.77605], [2.77854, -1.49396, -1.23546], [3.09124, -1.35101, -2.90868], [0.70082, 2.73563, -1.96832], [2.48735, 3.01988, -1.90567], [2.20002, 1.95771, 0.47488], [0.50752, 2.29030, 0.21186], [1.75254, 3.60815, 0.16793], [1.63870, 0.95099, 2.47292], [1.01031, 2.12333, 1.84404], [-0.34888, 2.19810, 2.25944], [-0.79991, 3.20217, 3.12765], [-0.05357, 4.19114, 3.43478], [-2.21942, 3.05089, 3.63920], [-2.63398, 3.99093, 4.41176], [-3.05824, 2.87198, 2.57502], [-2.22848, 1.88891, 4.34694], [2.55039, 0.72082, 1.92161], [1.01600, 0.05921, 2.40164], [1.79445, 1.24685, 3.51038], [0.99990, 2.02397, 0.75863], [1.46136, 3.10072, 2.01539], [-3.66310, 0.23199, 0.73297], [-2.26815, 0.42921, 0.24004], [-1.84976, -0.44091, -0.60612], [-1.33083, 1.45456, 0.86427], [-4.16771, -0.45124, 0.04983], [-4.22994, 1.15866, 0.82279], [-3.76998, -0.23533, 1.71189], [-0.59364, 1.76596, 0.12422], [-0.83599, 1.20814, 1.80369], [-1.90325, 2.37209, 1.00058]],
  "largest_force_ha_per_bohr": 0.3122,
  "homo_ev": -10.9,
  "charge": 1,
  "total_energy_ha": -1473.287291,
  "e_lumo_ev": -2.29,
  "de_lowest_kcal_mol": 506.0
}